Record 1
Computed, not measured: C5H9NO2 in the gas phase at a distorted geometry, with ωB97M-V/def2-TZVPD.

```
17
Properties=species:S:1:pos:R:3:mulliken_charge:R:1
C -1.250 -1.935 -0.308 -0.956
C 0.236 -1.772 -0.313 0.631
N 0.713 -0.512 0.137 -0.230
C 0.790 1.754 1.155 -1.292
C -0.018 0.762 0.309 0.514
C -0.028 1.284 -1.192 -0.084
O -0.868 2.089 -1.496 -0.463
O 1.088 -2.618 -0.432 -0.610
H -1.648 -2.012 -1.313 0.252
H -1.745 -1.216 0.335 0.338
H -1.524 -2.947 0.050 0.324
H 1.676 -0.403 0.408 0.186
H 1.867 1.472 1.290 0.310
H 0.792 2.711 0.653 0.334
H 0.456 2.000 2.147 0.298
H -1.062 0.649 0.530 0.090
H 0.524 0.695 -1.959 0.359
```

Values from the calculation:
Max |F|, Eh/bohr: 0.071
Energy relative to the best compared isomer or geometry (same formula, charge and spin), kcal/mol: 32.7
Calculated total energy, Eh: -401.1246
SMILES string: CC(=O)N[C@@H](C)C=O
E_LUMO, eV: 0.65
2S+1: 1
Frontier orbital gap, Eh: 0.3674

Record 2
Computed, not measured: an isolated ion of composition C5H11N2O and charge -1 at a distorted geometry, with ωB97M-V/def2-TZVPD.

```
19
Properties=species:S:1:pos:R:3:mulliken_charge:R:1
C -0.681 1.424 1.695 -0.237
O -1.799 0.614 1.696 -0.571
C 0.387 0.659 0.966 -0.789
C 0.064 0.886 -0.608 -0.803
C 1.095 0.152 -1.499 -0.578
N -0.892 -1.856 -1.051 -0.654
C 0.397 -2.105 -0.700 0.005
N 1.302 -1.062 -0.748 -0.854
H -1.035 2.308 0.932 0.190
H -0.498 1.764 2.727 0.242
H 0.296 -0.554 1.089 0.188
H 1.398 0.662 1.299 0.518
H -0.876 0.529 -0.669 0.549
H 0.153 1.973 -0.869 0.412
H 2.106 0.576 -1.559 0.270
H 0.959 0.019 -2.609 0.332
H -1.679 -0.097 1.031 0.363
H -1.449 -2.749 -0.814 0.133
H 0.753 -3.142 -0.308 0.284
```

Values from the calculation:
Max |F|, Eh/bohr: 0.110
Energy relative to the best compared isomer or geometry (same formula, charge and spin), kcal/mol: 44.9
Total charge: -1
Calculated total energy, Eh: -381.7736
SMILES string: [H]/N=C/[N-]CCCCO
E_LUMO, eV: 4.05
2S+1: 1
Frontier orbital gap, Eh: 0.2393

Record 3
Computed, not measured: a 2-piece molecular cluster, C22H37F2N5OSi overall at a distorted geometry, with ωB97M-V/def2-TZVPD.

```
68
Properties=species:S:1:pos:R:3:mulliken_charge:R:1
C 3.718 1.144 -3.037 -1.107
Si 4.229 0.811 -1.235 0.341
C 5.494 2.060 -0.543 -0.987
C 5.115 -0.905 -1.168 -0.242
C 4.410 -1.984 -2.081 -0.662
C 5.149 -3.382 -1.993 0.661
F 4.827 -4.079 -3.166 -0.343
F 6.508 -3.265 -1.942 -0.244
N 4.571 -4.131 -0.874 -0.204
C 4.975 -4.096 0.400 0.421
N 6.043 -3.375 0.901 -0.351
C 6.099 -3.585 2.264 -0.088
N 5.065 -4.445 2.584 -0.121
N 4.394 -4.780 1.472 -0.089
C 2.705 0.589 -0.090 0.797
C 1.322 0.627 -0.568 -0.470
C 0.229 0.400 0.398 -0.284
C 0.548 0.160 1.802 -0.172
C 1.916 0.133 2.307 -0.852
C 2.993 0.357 1.342 -0.257
H 3.825 2.221 -3.321 0.340
H 2.642 0.844 -3.198 0.259
H 4.328 0.501 -3.726 0.333
H 6.458 1.875 -1.107 0.292
H 5.751 1.845 0.534 0.274
H 5.183 3.121 -0.701 0.328
H 4.968 -1.254 -0.103 -0.142
H 6.221 -0.819 -1.368 0.388
H 3.369 -2.128 -1.683 0.220
H 4.319 -1.623 -3.134 0.314
H 3.765 -4.724 -1.081 0.247
H 6.833 -3.113 2.946 0.418
H 4.868 -4.753 3.532 0.237
H 3.585 -5.393 1.403 0.222
H 1.083 0.817 -1.639 0.205
H -0.814 0.410 -0.011 0.219
H -0.309 -0.002 2.493 0.341
H 2.166 -0.054 3.374 0.353
H 4.058 0.358 1.678 0.209
C -4.909 2.226 2.515 -1.795
C -4.662 1.182 1.408 1.644
C -5.919 0.306 1.238 -1.283
C -7.114 1.002 0.591 -0.628
C -6.715 2.135 -0.357 -1.392
C -5.284 2.033 -0.921 1.756
N -4.352 1.965 0.201 0.347
O -3.037 1.897 -0.193 -0.805
C -5.031 3.336 -1.694 -1.890
C -5.199 0.861 -1.916 -1.688
C -3.554 0.241 1.904 -1.894
H -4.018 2.835 2.680 0.378
H -5.163 1.746 3.469 0.361
H -5.728 2.902 2.261 0.360
H -5.666 -0.572 0.634 0.335
H -6.230 -0.098 2.209 0.554
H -7.705 0.256 0.051 0.342
H -7.776 1.402 1.364 0.329
H -7.445 2.192 -1.172 0.518
H -6.814 3.082 0.184 0.326
H -5.033 4.197 -1.020 0.419
H -5.812 3.502 -2.445 0.390
H -4.073 3.320 -2.219 0.348
H -5.923 0.996 -2.728 0.377
H -5.411 -0.107 -1.454 0.319
H -4.211 0.798 -2.376 0.352
H -3.861 -0.254 2.832 0.404
H -2.629 0.777 2.122 0.296
H -3.336 -0.542 1.172 0.417
```

Values from the calculation:
Max |F|, Eh/bohr: 0.075
Calculated total energy, Eh: -1698.4765
E_LUMO, eV: -1.77
2S+1: 1
Frontier orbital gap, Eh: 0.0476

Record 4
Computed, not measured: a 3-piece molecular cluster, C40H43ClN2O7P overall at a distorted geometry, with ωB97M-V/def2-TZVPD.

```
94
Properties=species:S:1:pos:R:3:mulliken_charge:R:1
C 3.954 1.289 -2.010 -0.687
C 4.490 0.499 -3.377 -0.395
O 3.306 0.321 -4.237 -0.240
C 3.579 -0.649 -5.333 -0.692
C 2.752 -2.053 -5.148 -0.064
O 1.509 -2.147 -5.933 -0.381
C 0.421 -2.751 -5.096 -0.788
C -0.222 -1.458 -4.256 0.279
O -0.468 -0.411 -5.253 -0.456
C -1.397 0.625 -4.783 0.306
C -0.708 1.796 -3.845 -0.269
Cl -0.257 1.250 -2.132 -0.106
C -1.781 3.063 -3.644 -0.333
C -1.834 4.083 -4.925 -0.912
C -2.803 0.007 -4.121 -0.955
N -2.765 -1.535 -4.186 -0.206
C -1.523 -1.919 -3.376 0.021
P -1.503 -3.729 -2.773 0.186
N -2.678 -3.844 -1.622 -0.623
H 3.167 0.550 -1.504 0.109
H 3.414 2.268 -2.355 0.185
H 4.820 1.515 -1.253 0.312
H 4.983 -0.523 -3.031 0.335
H 5.306 1.210 -3.867 0.274
H 3.228 -0.132 -6.348 0.267
H 4.751 -0.832 -5.465 0.358
H 3.464 -2.946 -5.463 0.274
H 2.507 -2.157 -4.000 0.200
H 0.884 -3.565 -4.393 0.396
H -0.433 -3.205 -5.794 0.254
H 0.613 -1.127 -3.495 0.146
H -1.770 1.194 -5.765 0.368
H 0.213 2.257 -4.448 0.359
H -2.836 2.698 -3.260 0.305
H -1.321 3.691 -2.739 0.204
H -2.970 4.414 -5.082 0.263
H -1.164 5.029 -4.652 0.311
H -1.429 3.515 -5.865 0.271
H -2.994 0.391 -3.027 0.391
H -3.714 0.316 -4.815 0.268
H -3.637 -1.964 -3.771 0.438
H -2.696 -1.875 -5.192 0.464
H -1.583 -1.245 -2.392 0.021
H -0.245 -3.980 -2.074 0.170
H -1.786 -4.713 -3.798 0.172
H -3.375 -4.578 -1.890 0.235
C -4.866 -4.914 7.612 -0.471
C -5.058 -6.059 6.839 -0.474
C -4.684 -6.065 5.495 -0.531
C -4.128 -4.918 4.916 0.208
C -3.959 -3.765 5.682 0.157
C -4.318 -3.766 7.036 -0.542
C -3.419 -2.534 5.070 0.705
O -3.267 -1.522 5.743 -0.672
C -3.073 -2.537 3.635 0.101
C -2.615 -1.360 3.029 -0.775
C -2.273 -1.358 1.674 -0.496
C -2.379 -2.530 0.926 0.318
C -2.841 -3.703 1.526 -0.767
C -3.198 -3.703 2.881 0.082
C -3.719 -4.939 3.498 0.559
O -3.816 -5.968 2.840 -0.681
H -5.149 -4.912 8.662 0.395
H -5.497 -6.949 7.285 0.394
H -4.832 -6.965 4.899 0.447
H -4.176 -2.874 7.644 0.455
H -2.526 -0.441 3.606 0.479
H -1.923 -0.442 1.204 0.523
H -2.106 -2.531 -0.127 0.066
H -2.925 -4.613 0.935 0.499
C -0.425 4.378 2.844 -0.654
C -0.029 3.932 1.583 -0.440
C 1.320 3.693 1.319 -0.533
C 2.280 3.912 2.315 0.201
C 1.887 4.381 3.568 0.336
C 0.530 4.604 3.837 -0.618
C 2.895 4.663 4.610 0.576
O 2.550 5.072 5.712 -0.670
C 4.323 4.454 4.303 0.226
C 5.294 4.772 5.262 -0.591
C 6.647 4.565 4.984 -0.469
C 7.033 4.032 3.755 -0.508
C 6.069 3.719 2.795 -0.482
C 4.712 3.940 3.067 0.256
C 3.703 3.640 2.032 0.411
O 4.042 3.175 0.949 -0.667
H -1.477 4.555 3.053 0.404
H -0.772 3.768 0.806 0.464
H 1.621 3.340 0.334 0.572
H 0.214 4.957 4.817 0.471
H 5.000 5.186 6.226 0.456
H 7.399 4.818 5.729 0.395
H 8.086 3.863 3.541 0.399
H 6.378 3.308 1.836 0.452
```

Values from the calculation:
Max |F|, Eh/bohr: 0.086
Total charge: +1
Calculated total energy, Eh: -2987.2718
E_LUMO, eV: -3.26
2S+1: 1
Frontier orbital gap, Eh: 0.2853

Record 5
Computed, not measured: C14H21N3S in the gas phase, with ωB97M-V/def2-TZVPD.

```
39
Properties=species:S:1:pos:R:3:mulliken_charge:R:1
C -1.876 3.029 -3.920 -1.323
C -0.495 2.515 -3.532 -0.404
C -0.460 2.037 -2.082 -0.537
C 0.921 1.505 -1.702 -0.799
N 1.056 1.326 -0.267 0.044
C 2.434 1.229 0.157 -0.672
N 2.476 1.094 1.589 -0.113
C 1.451 0.628 2.338 0.241
N 0.356 0.197 1.684 0.172
C 0.331 0.184 0.242 -0.792
H -0.713 0.254 -0.074 0.472
H 0.748 -0.774 -0.142 0.284
C -0.748 -0.440 2.373 -1.629
C -0.767 -1.921 2.103 0.683
C -1.781 -2.507 1.358 -0.374
C -1.764 -3.866 1.096 -0.567
C -0.727 -4.651 1.570 -0.378
C 0.290 -4.073 2.312 -0.661
C 0.270 -2.716 2.578 -0.110
H 1.057 -2.263 3.162 0.380
H 1.099 -4.682 2.688 0.379
H -0.713 -5.711 1.365 0.376
H -2.561 -4.313 0.520 0.370
H -2.594 -1.898 0.987 0.334
H -0.604 -0.249 3.440 0.553
H -1.683 0.027 2.045 0.444
S 1.605 0.622 3.987 -0.430
H 3.242 1.498 2.102 0.268
H 2.960 2.145 -0.134 0.422
H 2.952 0.364 -0.316 0.299
H 1.670 2.242 -2.004 0.429
H 1.131 0.568 -2.246 0.291
H -0.705 2.863 -1.414 0.311
H -1.215 1.260 -1.950 0.314
H 0.239 3.312 -3.669 0.344
H -0.215 1.690 -4.191 0.334
H -2.620 2.243 -3.816 0.331
H -1.880 3.370 -4.952 0.389
H -2.166 3.861 -3.282 0.327
```

Values from the calculation:
Max |F|, Eh/bohr: 0.018
Energy relative to the best compared isomer or geometry (same formula, charge and spin), kcal/mol: 18.0
Calculated total energy, Eh: -1108.5338
SMILES string: CCCCN1CNC(=S)N(Cc2ccccc2)C1
E_LUMO, eV: 0.73
2S+1: 1
Frontier orbital gap, Eh: 0.3197